ORCA calculation (ωB97M-V with the def2-TZVPD basis set) on 7 unconnected molecules or ions with the total composition C30H45NO22 at a distorted geometry.

Last column: Mulliken charge in e.
Atoms and positions in Å:
C1 -4.9755 -6.9004 3.9211  -1.536
C2 -4.1761 -6.0018 3.0158  0.986
C3 -4.5888 -5.9499 1.5815  -1.202
N1 -3.2723 -5.2025 3.4271  -0.433
C4 -2.2574 -5.4898 4.3665  0.030
O1 -2.1794 -6.8644 4.7896  -0.182
C5 -1.4038 -7.5100 3.8663  0.606
O2 -1.6093 -8.6147 3.4853  -0.533
O3 -0.4189 -6.6840 3.4827  -0.339
C6 -0.8657 -5.3183 3.6316  -0.111
O4 -0.9744 -4.7037 2.4220  -0.482
H1 -4.6197 -7.9325 3.8564  0.255
H2 -4.9356 -6.5875 4.9594  0.330
H3 -5.9995 -6.8979 3.5459  0.558
H4 -5.2662 -5.1012 1.4439  0.261
H5 -5.1411 -6.8396 1.2878  0.476
H6 -3.7369 -5.7679 0.9338  0.239
H7 -2.2733 -4.8688 5.2605  0.362
H8 -0.1347 -4.7713 4.2204  0.421
H9 -1.9076 -4.8178 2.1511  0.208
C7 -3.6620 -1.0593 1.7940  -1.689
C8 -2.7624 -2.0005 1.0415  0.798
C9 -2.1047 -1.4465 -0.2042  -0.090
O5 -1.9337 -2.6306 -1.0033  -0.209
C10 -2.8770 -3.5189 -0.6369  0.612
O6 -3.1101 -4.5397 -1.2069  -0.597
O7 -3.5201 -3.1006 0.4774  -0.339
H10 -4.3898 -0.5977 1.1255  0.371
H11 -4.2036 -1.5954 2.5726  0.416
H12 -3.0663 -0.2758 2.2628  0.391
H13 -2.0125 -2.4366 1.7065  0.176
H14 -1.1400 -0.9772 -0.0341  0.021
H15 -2.7624 -0.7601 -0.7435  0.204
C11 0.2062 -2.9686 -4.3593  -1.389
C12 1.1795 -2.1531 -3.5534  0.450
C13 2.1420 -2.9286 -2.6748  -0.489
O8 2.3863 -2.0035 -1.6032  -0.349
C14 1.3072 -1.2046 -1.5023  0.701
O9 1.0874 -0.4618 -0.5938  -0.545
O10 0.4888 -1.3665 -2.5586  -0.256
H16 -0.3178 -3.6832 -3.7237  0.289
H17 -0.5365 -2.3219 -4.8239  0.350
H18 0.7360 -3.5085 -5.1445  0.399
H19 1.7310 -1.4541 -4.1889  0.262
H20 3.0799 -3.1881 -3.1568  0.303
H21 1.6755 -3.8228 -2.2552  0.311
C15 0.6458 2.5261 0.1295  -1.353
C16 0.2855 3.2485 -1.1364  0.825
C17 1.2101 4.3695 -1.5589  -0.395
O11 0.3229 5.2327 -2.2884  -0.307
C18 -0.9298 5.0427 -1.8085  0.599
O12 -1.8646 5.7287 -2.0737  -0.570
O13 -0.9609 3.9695 -0.9898  -0.371
H22 0.8082 3.2304 0.9474  0.422
H23 -0.1576 1.8502 0.4167  0.168
H24 1.5453 1.9331 -0.0207  0.361
H25 0.1525 2.5387 -1.9585  0.157
H26 2.0280 4.0508 -2.1980  0.144
H27 1.6064 4.9227 -0.7059  0.280
C19 -1.7949 -9.9610 7.2747  -1.241
C20 -3.1862 -10.3777 7.6549  0.427
C21 -4.2726 -9.9456 6.6897  0.026
O14 -5.4030 -9.7822 7.5540  -0.361
C22 -4.9443 -9.5126 8.8012  0.635
O15 -5.6226 -9.1604 9.7097  -0.533
O16 -3.6048 -9.6965 8.8552  -0.382
H28 -1.7706 -8.8933 7.0518  0.183
H29 -1.0904 -10.1527 8.0827  0.386
H30 -1.4672 -10.5086 6.3904  0.391
H31 -3.2540 -11.4518 7.8490  0.258
H32 -4.5054 -10.6681 5.9125  0.359
H33 -4.0298 -8.9821 6.2330  -0.157
C23 4.6355 8.5934 -4.2095  -1.599
C24 3.9249 7.4418 -3.5545  0.577
C25 3.9137 7.4419 -2.0388  -0.491
O17 3.8367 6.0412 -1.7407  -0.324
C26 4.3773 5.3629 -2.7818  0.621
O18 4.5989 4.1937 -2.7743  -0.553
O19 4.6040 6.1939 -3.8183  -0.383
H34 5.6378 8.7257 -3.8025  0.387
H35 4.7327 8.4241 -5.2812  0.376
H36 4.0678 9.5121 -4.0498  0.385
H37 2.9053 7.3367 -3.9371  0.361
H38 3.0633 7.9571 -1.6006  0.335
H39 4.8446 7.8357 -1.6245  0.310
C27 4.2525 14.0038 -5.7916  -1.423
C28 5.4381 13.0981 -5.9833  0.478
C29 5.1717 11.7859 -6.6948  -0.441
O20 6.1777 10.9317 -6.1397  -0.307
C30 6.4950 11.4054 -4.9095  0.695
O21 7.1638 10.8286 -4.1153  -0.532
O22 5.9313 12.6192 -4.7157  -0.357
H40 3.4210 13.4622 -5.3392  0.342
H41 4.5116 14.8352 -5.1379  0.352
H42 3.9322 14.4058 -6.7530  0.380
H43 6.2608 13.6302 -6.4697  0.258
H44 5.2818 11.8300 -7.7746  0.325
H45 4.1894 11.3806 -6.4373  0.261

Atomic forces in eV per Å
C 0.3113 -0.5114 -0.3411
C -0.4728 0.1649 0.8116
C -0.4939 0.5481 0.0810
N 0.9782 -0.5399 -1.3256
C 0.3765 0.2414 0.8324
O -0.6409 0.0845 -0.2667
C -0.1381 0.3113 0.2427
O 0.3225 -0.2634 0.2213
O -0.1141 -0.1147 -0.4509
C -0.2087 0.2392 0.1419
O 0.1589 0.0287 -0.1778
H 0.0132 -0.0059 -0.0269
H 0.0070 0.0598 0.0153
H -0.0739 0.0064 0.1718
H -0.0063 -0.0018 -0.0617
H 0.1231 -0.1171 -0.0005
H -0.0296 -0.1349 -0.0862
H -0.2110 0.0322 0.0076
H 0.1113 -0.2291 0.1430
H -0.1226 0.1134 0.1085
C -0.1508 -0.0470 -0.0756
C -0.0084 0.0634 0.0253
C 0.0557 0.0784 0.0129
O -0.0161 0.0272 -0.0374
C -0.0251 -0.0587 0.0179
O 0.0168 0.0363 0.0072
O 0.1339 -0.0060 0.0402
H 0.0181 0.0099 -0.0060
H 0.0477 0.0030 0.0339
H 0.0014 0.0069 -0.0056
H 0.0064 -0.0072 -0.0089
H 0.0427 -0.0820 -0.0403
H -0.0197 0.0124 0.0316
C -0.1194 -0.0359 0.1148
C 0.0320 -0.0708 -0.0441
C -0.0203 -0.0531 -0.0123
O -0.0088 -0.0131 0.0119
C -0.1460 -0.0504 0.0452
O 0.0813 -0.0471 -0.0131
O 0.0874 0.1400 -0.0583
H 0.0105 0.0032 0.0066
H 0.0382 0.0143 -0.0406
H 0.0023 -0.0048 0.0007
H -0.0215 0.0090 -0.0103
H 0.0458 0.0877 0.0410
H -0.0082 -0.0196 -0.0440
C -0.0958 0.1652 0.2091
C 0.0437 -0.0161 0.0015
C 0.0246 -0.0765 -0.0136
O 0.0457 0.0555 0.0137
C -0.0383 0.0190 0.0025
O 0.0344 -0.0129 0.0116
O -0.0270 -0.0421 -0.0755
H 0.0136 0.0428 -0.0472
H 0.0448 -0.0680 -0.0388
H -0.0059 -0.0118 -0.0004
H -0.0198 -0.0078 0.0072
H -0.0374 0.0090 -0.0514
H 0.0239 -0.0657 0.0383
C 0.1667 0.1139 -0.0053
C -0.0137 0.0598 -0.0473
C 0.0029 0.0592 -0.0431
O -0.0280 0.0341 -0.0420
C 0.0125 0.0383 0.0130
O 0.0171 -0.0047 -0.0301
O -0.0752 -0.0972 0.0411
H -0.0116 -0.0093 -0.0317
H -0.0387 -0.0857 0.0123
H -0.0105 0.0161 -0.0143
H 0.0566 -0.0018 0.0141
H -0.0448 -0.0625 0.0691
H 0.0083 -0.0054 -0.0145
C 0.1767 -0.0757 -0.0456
C -0.0304 0.0784 0.0167
C -0.0117 0.0296 0.0025
O 0.0850 0.0577 0.0434
C -0.0179 -0.0439 -0.0217
O -0.0268 0.0348 -0.0029
O -0.0454 -0.0187 -0.0135
H -0.0150 0.0116 0.0239
H -0.0682 0.0165 -0.0068
H -0.0029 0.0011 0.0130
H -0.0011 -0.0031 -0.0017
H -0.0495 -0.0837 0.0040
H -0.0011 0.0428 -0.0291
C -0.0485 -0.0455 0.1346
C -0.0355 0.0129 -0.0528
C -0.0242 0.0112 -0.0092
O -0.0259 -0.0272 0.0138
C 0.0144 -0.0123 0.0494
O -0.0316 0.0107 -0.0215
O 0.0651 0.0204 -0.0307
H 0.0013 -0.0105 -0.0179
H 0.0243 0.0244 -0.0426
H -0.0052 -0.0038 -0.0031
H -0.0010 0.0098 0.0053
H 0.0863 -0.0260 0.0068
H -0.0254 0.0362 -0.0251

The calculation puts the strongest force on any atom at 1.73 eV/A. The SMILES is CC(C)=N[C@H]1OC(=O)O[C@H]1O.C[C@@H]1COC(=O)O1.C[C@@H]1COC(=O)O1.C[C@@H]1COC(=O)O1.C[C@@H]1COC(=O)O1.C[C@@H]1COC(=O)O1.C[C@@H]1COC(=O)O1. Its molar mass is 771.7 Da. As for the frontier orbital gap: 10.26 eV. The calculation puts the lowest unoccupied orbital energy at 0.5 eV. Its total energy is -2880.29491 hartree. The charge is 0. The HOMO energy is -9.801 eV.